# 1
Here is C54H38INO2PS2SnTe as an isolated structure at a distorted geometry from the OMol25 dataset. Energies are from wB97M-V/def2-TZVPD.

Calculated values
Charge ... +1
Energy above the lowest of the compared OMol25 structures with the same formula, charge and spin ... 3.78 kcal/mol
LUMO ... -2.93 eV

CARTESIAN COORDINATES (ANGSTROEM)
Sn (-0.50, -0.28, 0.96)
S (-2.33, -0.60, 5.30)
C (-2.71, -2.15, 4.63)
C (-3.26, -3.25, 5.27)
C (-3.49, -4.39, 4.51)
C (-3.18, -4.42, 3.15)
C (-2.64, -3.32, 2.51)
C (-2.39, -2.18, 3.27)
N (-1.86, -0.97, 2.81)
C (-1.78, -0.09, 3.76)
C (-1.20, 1.23, 3.49)
C (-1.36, 2.28, 4.40)
C (-0.78, 3.50, 4.15)
C (-0.02, 3.68, 3.00)
C (0.14, 2.64, 2.10)
C (-0.46, 1.40, 2.33)
H (-3.51, -3.23, 6.32)
H (-3.91, -5.26, 4.98)
H (-3.38, -5.31, 2.58)
H (-2.43, -3.34, 1.45)
H (-1.95, 2.13, 5.29)
H (-0.91, 4.31, 4.85)
H (0.46, 4.62, 2.81)
H (0.74, 2.80, 1.22)
O (-2.58, -2.10, -0.76)
C (-1.36, -2.11, -0.92)
O (-0.66, -1.03, -0.92)
C (-0.60, -3.39, -0.89)
C (-0.80, -4.40, -1.82)
C (-0.09, -5.59, -1.72)
C (0.79, -5.77, -0.67)
C (0.98, -4.78, 0.28)
C (0.30, -3.56, 0.17)
S (0.69, -2.38, 1.44)
H (-1.51, -4.25, -2.62)
H (-0.24, -6.37, -2.45)
H (1.34, -6.70, -0.57)
H (1.67, -4.93, 1.10)
I (2.69, 0.36, 2.95)
C (4.40, -0.42, 2.08)
C (5.28, -0.97, 2.98)
C (6.57, -1.36, 2.59)
C (6.96, -1.13, 1.31)
C (6.07, -0.55, 0.36)
C (6.58, -0.30, -0.93)
C (5.79, 0.25, -1.89)
C (4.44, 0.48, -1.59)
C (3.87, 0.23, -0.35)
P (2.01, 0.43, -0.48)
C (1.77, -0.57, -1.99)
C (1.20, -0.09, -3.17)
C (0.96, -0.96, -4.23)
C (1.29, -2.30, -4.12)
C (1.88, -2.77, -2.96)
C (2.12, -1.91, -1.90)
C (1.78, 2.16, -0.99)
C (0.49, 2.54, -1.35)
C (0.18, 3.86, -1.63)
C (1.18, 4.83, -1.55)
C (2.46, 4.46, -1.18)
C (2.77, 3.14, -0.91)
C (4.73, -0.23, 0.71)
H (4.98, -1.08, 4.01)
H (7.24, -1.80, 3.31)
H (7.96, -1.37, 0.98)
H (7.61, -0.54, -1.14)
H (6.16, 0.47, -2.88)
H (3.81, 0.84, -2.39)
H (0.93, 0.95, -3.27)
H (0.52, -0.58, -5.14)
H (1.10, -2.97, -4.94)
H (2.15, -3.82, -2.87)
H (2.58, -2.29, -1.00)
H (-0.30, 1.79, -1.39)
H (-0.83, 4.14, -1.90)
H (0.95, 5.86, -1.76)
H (3.24, 5.22, -1.11)
H (3.78, 2.87, -0.62)
Te (-3.27, 0.24, 0.05)
C (-3.70, 2.32, 0.34)
C (-5.03, 2.68, 0.16)
C (-5.42, 4.00, 0.29)
C (-4.48, 4.97, 0.61)
C (-3.16, 4.62, 0.80)
C (-2.77, 3.29, 0.66)
C (-3.23, 0.52, -2.04)
C (-2.72, 1.69, -2.59)
C (-2.70, 1.85, -3.97)
C (-3.22, 0.86, -4.79)
C (-3.75, -0.29, -4.23)
C (-3.76, -0.47, -2.85)
H (-5.78, 1.93, -0.09)
H (-6.45, 4.28, 0.14)
H (-4.78, 6.01, 0.72)
H (-2.42, 5.36, 1.05)
H (-1.72, 3.03, 0.80)
H (-2.36, 2.49, -1.95)
H (-2.30, 2.76, -4.40)
H (-3.21, 0.99, -5.86)
H (-4.17, -1.06, -4.87)
H (-4.17, -1.37, -2.43)

=====

# 2
Here is C54H39F3GaNOP2S2 as an isolated structure from the OMol25 dataset. Energies are from wB97M-V/def2-TZVPD.

Calculated values
Charge ... +2
Energy above the lowest of the compared OMol25 structures with the same formula, charge and spin ... 0.00 kcal/mol
LUMO ... -5.24 eV

CARTESIAN COORDINATES (ANGSTROEM)
Ga (-0.09, 1.48, 0.05)
O (-1.90, 0.68, -2.67)
S (-1.58, -0.05, -1.41)
C (-0.89, -1.63, -1.81)
C (-1.83, -2.56, -2.20)
C (-1.51, -3.84, -2.66)
C (-0.19, -4.18, -2.71)
C (0.47, -5.47, -3.15)
C (1.99, -5.20, -2.99)
C (2.08, -3.78, -2.49)
C (3.17, -3.01, -2.22)
C (2.95, -1.70, -1.79)
C (1.70, -1.14, -1.59)
P (1.77, 0.60, -1.14)
C (3.12, 0.83, 0.06)
C (3.69, 2.10, 0.17)
C (4.65, 2.35, 1.14)
C (5.03, 1.34, 2.02)
C (4.45, 0.08, 1.92)
C (3.50, -0.17, 0.94)
C (2.20, 1.54, -2.62)
C (1.17, 1.95, -3.48)
C (1.48, 2.63, -4.64)
C (2.81, 2.90, -4.96)
C (3.83, 2.48, -4.12)
C (3.53, 1.79, -2.95)
C (0.52, -1.93, -1.88)
C (0.79, -3.24, -2.33)
C (-3.09, -0.46, -0.60)
C (-4.22, -0.34, -1.37)
C (-5.48, -0.81, -0.94)
C (-5.54, -1.46, 0.26)
C (-6.69, -2.13, 0.97)
C (-6.08, -2.69, 2.29)
C (-4.63, -2.25, 2.26)
C (-3.62, -2.42, 3.16)
C (-2.38, -1.82, 2.88)
C (-2.11, -1.09, 1.73)
P (-0.59, -0.13, 1.85)
C (-0.81, 1.00, 3.25)
C (0.29, 1.69, 3.75)
C (0.13, 2.62, 4.76)
C (-1.14, 2.90, 5.25)
C (-2.24, 2.23, 4.74)
C (-2.08, 1.28, 3.74)
C (0.67, -1.36, 2.26)
C (1.44, -1.33, 3.41)
C (2.35, -2.36, 3.64)
C (2.48, -3.40, 2.74)
C (1.69, -3.44, 1.60)
C (0.78, -2.42, 1.36)
C (-3.13, -1.00, 0.72)
C (-4.37, -1.55, 1.06)
H (-2.88, -2.30, -2.15)
H (-2.29, -4.52, -2.96)
H (0.20, -5.70, -4.18)
H (0.13, -6.30, -2.54)
H (2.52, -5.31, -3.94)
H (2.45, -5.89, -2.29)
H (4.19, -3.38, -2.35)
H (3.82, -1.08, -1.60)
H (3.41, 2.90, -0.51)
H (5.09, 3.33, 1.21)
H (5.78, 1.54, 2.77)
H (4.75, -0.71, 2.59)
H (3.06, -1.16, 0.88)
H (0.14, 1.70, -3.26)
H (0.69, 2.94, -5.31)
H (3.05, 3.44, -5.87)
H (4.86, 2.68, -4.37)
H (4.33, 1.47, -2.30)
H (-4.12, 0.11, -2.35)
H (-6.34, -0.69, -1.57)
H (-7.12, -2.92, 0.35)
H (-7.49, -1.42, 1.17)
H (-6.14, -3.78, 2.33)
H (-6.58, -2.31, 3.17)
H (-3.76, -2.96, 4.08)
H (-1.60, -1.89, 3.63)
H (1.29, 1.50, 3.36)
H (0.99, 3.15, 5.15)
H (-1.27, 3.64, 6.04)
H (-3.23, 2.45, 5.13)
H (-2.95, 0.76, 3.36)
H (1.34, -0.54, 4.13)
H (2.95, -2.34, 4.54)
H (3.19, -4.20, 2.93)
H (1.77, -4.26, 0.90)
H (0.15, -2.46, 0.48)
F (0.88, 6.49, 1.07)
C (1.16, 6.24, -0.22)
F (2.39, 5.71, -0.27)
F (1.20, 7.41, -0.87)
C (0.15, 5.31, -0.84)
C (-0.62, 5.71, -1.92)
C (-1.52, 4.83, -2.50)
C (-1.58, 3.54, -2.03)
N (-0.84, 3.14, -0.98)
C (-0.02, 4.02, -0.35)
S (0.73, 3.34, 1.07)
H (-0.51, 6.72, -2.30)
H (-2.14, 5.13, -3.33)
H (-2.22, 2.80, -2.46)

=====

# 3
Here is C54H39F7O8Pd as an isolated structure at a distorted geometry from the OMol25 dataset. Energies are from wB97M-V/def2-TZVPD.

Calculated values
Charge ... -3
LUMO (alpha / beta) ... 4.80 / 4.76 eV
Multiplicity ... 4

CARTESIAN COORDINATES (ANGSTROEM)
Pd (-0.75, 1.02, 2.37)
C (1.24, 0.39, -1.50)
C (0.74, -0.29, -2.56)
C (-0.40, -1.24, -2.42)
O (-0.82, -2.10, -3.30)
C (-1.10, -1.30, -1.23)
C (-0.73, -0.53, -0.05)
C (0.62, 0.30, -0.15)
O (0.89, 0.99, 0.85)
O (-1.43, -0.39, 0.99)
O (1.41, -0.18, -3.67)
H (2.08, 1.06, -1.59)
H (-1.87, -2.06, -1.16)
C (-1.95, -8.25, -0.05)
C (-2.22, -7.06, -0.65)
C (-2.34, -5.78, 0.15)
O (-2.69, -4.58, -0.32)
C (-2.16, -5.83, 1.50)
C (-1.98, -7.06, 2.29)
C (-1.92, -8.35, 1.44)
O (-1.77, -9.39, 2.12)
O (-1.87, -7.20, 3.50)
O (-2.28, -7.10, -1.95)
H (-1.78, -9.14, -0.64)
H (-2.31, -4.93, 2.07)
F (1.21, 2.07, -5.89)
C (2.10, 2.73, -5.12)
C (3.24, 3.33, -5.66)
C (4.14, 4.04, -4.94)
C (3.72, 4.33, -3.63)
C (2.46, 3.91, -3.08)
C (1.66, 3.06, -3.84)
H (3.49, 3.12, -6.68)
H (5.10, 4.42, -5.25)
H (4.29, 4.96, -2.97)
H (2.17, 4.13, -2.07)
H (0.73, 2.61, -3.51)
F (-2.50, -0.05, 3.30)
C (-3.53, -0.90, 3.46)
C (-3.50, -2.19, 2.96)
C (-4.67, -2.94, 2.97)
C (-5.82, -2.46, 3.54)
C (-5.82, -1.18, 4.04)
C (-4.67, -0.42, 4.04)
H (-2.65, -2.63, 2.48)
H (-4.69, -3.99, 2.70)
H (-6.73, -3.03, 3.61)
H (-6.67, -0.75, 4.55)
H (-4.80, 0.55, 4.51)
F (8.40, 1.08, -3.49)
C (7.24, 0.67, -2.95)
C (5.99, 1.21, -3.31)
C (4.82, 0.79, -2.64)
C (4.87, -0.04, -1.53)
C (6.10, -0.53, -1.18)
C (7.27, -0.13, -1.84)
H (5.87, 1.99, -4.05)
H (3.88, 1.24, -2.94)
H (4.04, -0.29, -0.88)
H (6.22, -1.10, -0.27)
H (8.23, -0.46, -1.47)
F (6.29, 4.84, -0.88)
C (5.37, 4.51, 0.07)
C (4.89, 3.19, 0.13)
C (3.87, 2.88, 1.06)
C (3.50, 3.81, 2.06)
C (4.08, 5.08, 2.07)
C (4.98, 5.46, 1.09)
H (5.20, 2.42, -0.56)
H (3.41, 1.91, 0.96)
H (2.88, 3.46, 2.87)
H (3.76, 5.79, 2.82)
H (5.32, 6.48, 1.05)
F (0.31, -1.04, 2.91)
C (0.39, -2.03, 3.86)
C (0.06, -3.34, 3.44)
C (0.10, -4.38, 4.36)
C (0.37, -4.14, 5.73)
C (0.74, -2.87, 6.17)
C (0.71, -1.81, 5.22)
H (-0.16, -3.53, 2.40)
H (-0.04, -5.40, 4.04)
H (0.43, -4.97, 6.42)
H (1.03, -2.65, 7.18)
H (0.99, -0.80, 5.48)
F (-1.24, 2.64, 0.93)
C (-1.34, 3.26, -0.24)
C (-2.57, 3.27, -0.87)
C (-2.80, 4.00, -2.02)
C (-1.77, 4.82, -2.46)
C (-0.51, 4.82, -1.84)
C (-0.33, 4.04, -0.69)
H (-3.37, 2.77, -0.34)
H (-3.73, 4.04, -2.56)
H (-2.02, 5.58, -3.19)
H (0.25, 5.46, -2.27)
H (0.60, 4.12, -0.16)
F (-4.23, -2.00, -2.53)
C (-4.82, -1.02, -1.84)
C (-4.77, -0.98, -0.47)
C (-5.40, 0.04, 0.27)
C (-6.05, 1.09, -0.37)
C (-6.09, 1.13, -1.76)
C (-5.56, -0.01, -2.46)
H (-4.39, -1.81, 0.11)
H (-5.36, 0.00, 1.35)
H (-6.41, 1.87, 0.28)
H (-6.63, 1.89, -2.30)
H (-5.74, -0.04, -3.52)

=====

# 4
Here is C54H40BrClF4N5O2P3ScSe2 as an isolated structure at a distorted geometry from the OMol25 dataset. Energies are from wB97M-V/def2-TZVPD.

Calculated values
Charge ... +1
Energy above the lowest of the compared OMol25 structures with the same formula, charge and spin ... 23.03 kcal/mol
LUMO ... -3.00 eV

CARTESIAN COORDINATES (ANGSTROEM)
Sc (-1.56, -0.74, -1.29)
Cl (-3.77, -1.86, -8.22)
C (-3.25, -1.76, -6.56)
C (-3.31, -2.99, -5.84)
C (-3.11, -2.95, -4.48)
C (-2.63, -1.78, -3.90)
O (-2.55, -1.73, -2.61)
C (-2.42, -0.59, -4.66)
C (-2.08, 0.64, -3.99)
O (-1.66, 0.72, -2.85)
C (-2.85, -0.60, -5.99)
H (-3.51, -3.85, -6.47)
H (-3.19, -3.86, -3.90)
H (-2.08, 1.56, -4.55)
H (-2.76, 0.20, -6.66)
F (-6.88, 3.26, -4.48)
C (-5.99, 2.99, -3.57)
C (-4.88, 3.72, -3.29)
F (-4.69, 4.85, -3.94)
C (-3.99, 3.43, -2.26)
F (-3.07, 4.32, -1.98)
C (-4.11, 2.24, -1.52)
P (-2.92, 1.66, -0.13)
C (-1.72, 3.02, 0.18)
C (-1.89, 3.85, 1.26)
C (-0.84, 4.65, 1.68)
C (0.31, 4.65, 0.97)
C (0.49, 3.84, -0.18)
C (-0.57, 2.99, -0.58)
C (-4.02, 1.59, 1.34)
C (-3.52, 1.09, 2.50)
C (-4.40, 0.92, 3.59)
C (-5.77, 1.23, 3.45)
C (-6.20, 1.84, 2.23)
C (-5.30, 2.05, 1.20)
C (-5.19, 1.38, -1.84)
Br (-5.30, -0.42, -1.21)
C (-6.01, 1.75, -2.86)
F (-6.99, 0.95, -3.34)
H (-2.70, 3.82, 1.88)
H (-0.93, 5.31, 2.56)
H (1.15, 5.29, 1.27)
H (1.40, 3.93, -0.79)
H (-0.48, 2.24, -1.34)
H (-2.52, 0.70, 2.57)
H (-3.92, 0.54, 4.52)
H (-6.54, 1.00, 4.22)
H (-7.22, 2.10, 2.11)
H (-5.52, 2.62, 0.29)
Se (2.82, -2.05, 4.10)
P (3.08, -0.50, 2.69)
C (3.20, 1.15, 3.48)
C (3.83, 1.26, 4.73)
C (4.20, 2.47, 5.23)
C (3.77, 3.63, 4.58)
C (3.01, 3.53, 3.40)
C (2.81, 2.30, 2.84)
C (4.58, -0.72, 1.66)
C (5.05, 0.38, 0.97)
C (6.18, 0.20, 0.19)
C (6.79, -1.00, 0.19)
C (6.30, -2.12, 0.88)
C (5.15, -1.93, 1.62)
C (1.70, -0.38, 1.62)
C (1.33, -0.64, 0.31)
N (0.01, -0.21, 0.25)
N (-0.34, 0.13, 1.47)
N (0.62, 0.11, 2.29)
P (2.06, -1.60, -1.03)
Se (0.49, -1.84, -2.49)
C (3.46, -0.66, -1.84)
C (3.35, 0.68, -1.76)
C (4.22, 1.50, -2.41)
C (5.28, 0.99, -3.09)
C (5.45, -0.36, -3.21)
C (4.51, -1.18, -2.61)
C (2.53, -3.19, -0.44)
C (3.05, -4.18, -1.31)
C (3.34, -5.42, -0.84)
C (3.16, -5.76, 0.54)
C (2.65, -4.79, 1.37)
C (2.34, -3.54, 0.93)
H (4.11, 0.32, 5.22)
H (4.77, 2.60, 6.16)
H (4.02, 4.61, 4.97)
H (2.67, 4.38, 2.86)
H (2.34, 2.21, 1.87)
H (4.55, 1.33, 1.05)
H (6.61, 1.03, -0.35)
H (7.76, -1.21, -0.30)
H (6.78, -3.10, 0.92)
H (4.66, -2.76, 2.10)
H (2.49, 1.24, -1.38)
H (4.06, 2.56, -2.44)
H (6.14, 1.60, -3.45)
H (6.29, -0.74, -3.78)
H (4.65, -2.30, -2.66)
H (3.26, -3.89, -2.34)
H (3.68, -6.22, -1.53)
H (3.41, -6.72, 0.95)
H (2.56, -5.11, 2.39)
H (1.82, -2.80, 1.66)
C (-2.42, -2.48, 3.85)
N (-3.24, -2.80, 2.57)
C (-4.19, -3.86, 2.66)
C (-2.77, -2.40, 1.42)
N (-2.45, -1.93, 0.41)
H (-3.00, -1.79, 4.55)
H (-1.54, -2.01, 3.51)
H (-2.25, -3.40, 4.34)
H (-3.65, -4.80, 2.81)
H (-4.70, -3.99, 1.72)
H (-4.91, -3.64, 3.37)